Run w
Formula: C2H5ClNOP
Source: the OMol25 dataset
Level of theory: ωB97M-V with the def2-TZVPD basis set

Each atom is followed by the atoms it is bonded to, with distances in Å.
Element x y z (Å)
1 H -1.46 -2.47 -0.61  N2 0.961
2 N -1.91 -1.69 -0.27  H1 0.961, P3 1.562
3 P -1.82 -0.23 -0.82  N2 1.562, Cl4 2.025
4 Cl -2.70 0.78 0.70  P3 2.025
5 C 1.15 -0.14 0.63  C6 1.288, H8 1.123, H9 1.087
6 C 0.85 1.03 0.19  C5 1.288, O7 1.353, H10 1.146
7 O 1.36 1.56 -0.95  C6 1.353, H11 0.937
8 H 1.67 -0.94 0.04  C5 1.123
9 H 0.67 -0.53 1.52  C5 1.087
10 H 0.27 1.71 0.90  C6 1.146
11 H 1.93 0.93 -1.34  O7 0.937

Results
2S+1: 1
Orbital gap in eV: 9.1

Mulliken atomic charge list, values in e, 5 entries:
1 H 0.25
2 N -0.45
3 P 0.41
4 Cl -0.20
5 C -0.63

Run x
Formula: C2H5ClNOP
Source: the OMol25 dataset
Level of theory: ωB97M-V with the def2-TZVPD basis set

Each atom is followed by the atoms it is bonded to, with distances in Å.
Element x y z (Å)
1 H -1.28 2.57 0.64  N2 0.938
2 N -1.12 2.10 1.44  H1 0.938, P3 1.520
3 P 0.09 1.18 1.45  N2 1.520, Cl4 2.033
4 Cl -0.20 0.09 3.14  P3 2.033
5 C 0.95 -0.73 -1.52  C6 1.312, H8 1.052, H9 1.097
6 C 0.23 -1.29 -0.58  C5 1.312, O7 1.373, H10 1.111
7 O -0.77 -0.66 0.13  C6 1.373, H11 0.995
8 H 0.96 0.29 -1.77  C5 1.052
9 H 1.61 -1.36 -2.13  C5 1.097
10 H 0.33 -2.38 -0.39  C6 1.111
11 H -0.81 0.18 -0.40  O7 0.995

Results
2S+1: 1
Orbital gap in eV: 9.9

Mulliken atomic charge list, values in e, 5 entries:
1 H 0.26
2 N -0.49
3 P 0.39
4 Cl -0.22
5 C -0.75

Name the most stable of them. run w.

Run w
Formula: C2H4N3O
Source: the OMol25 dataset
Level of theory: ωB97M-V with the def2-TZVPD basis set

Each atom is followed by the atoms it is bonded to, with distances in Å.
Element x y z (Å)
1 C 0.91 -0.72 0.00  N4 1.153, N5 1.239
2 C -2.11 0.71 0.22  N3 1.217, O6 1.162
3 N -1.03 0.99 -0.28  C2 1.217, H7 1.048
4 N 0.25 -1.47 -0.57  C1 1.153, H8 1.095
5 N 1.76 0.07 0.43  C1 1.239, H9 0.982, H10 1.021
6 O -2.91 0.04 0.73  C2 1.162
7 H -0.61 1.92 -0.55  N3 1.048
8 H -0.26 -2.10 -1.31  N4 1.095
9 H 1.57 1.03 0.36  N5 0.982
10 H 2.44 -0.47 0.97  N5 1.021

Results
2S+1: 1
Orbital gap in eV: 11.2
Charge: +1

Mulliken atomic charge list, values in e, 5 entries:
1 C 0.45
2 C 0.56
3 N -0.53
4 N -0.12
5 N -0.29

Run x
Formula: C2H4N3O
Source: the OMol25 dataset
Level of theory: ωB97M-V with the def2-TZVPD basis set

Each atom is followed by the atoms it is bonded to, with distances in Å.
Element x y z (Å)
1 C 0.00 0.23 -0.55  N2 1.444, H7 1.087, H8 1.096, H9 1.093
2 N -1.22 0.25 0.23  C1 1.444, O3 1.207, C4 1.355
3 O -2.23 0.68 -0.28  N2 1.207
4 C -1.15 -0.26 1.48  N2 1.355, N5 1.302, H10 1.086
5 N -2.14 -0.34 2.33  C4 1.302, N6 1.109
6 N -2.89 -0.46 3.13  N5 1.109
7 H 0.88 0.24 0.08  C1 1.087
8 H 0.02 -0.67 -1.18  C1 1.096
9 H -0.01 1.08 -1.23  C1 1.093
10 H -0.21 -0.65 1.86  C4 1.086

Results
2S+1: 1
Orbital gap (spin up / spin down) in eV: 9.0 / 9.0
Charge: +1

Mulliken atomic charge list, values in e, 5 entries:
1 C -0.76
2 N 0.51
3 O -0.41
4 C 0.00
5 N 0.65

Run y
Formula: C2H4N3O
Source: the OMol25 dataset
Level of theory: ωB97M-V with the def2-TZVPD basis set

Each atom is followed by the atoms it is bonded to, with distances in Å.
Element x y z (Å)
1 C 0.14 -1.38 -0.93  N2 1.433, H7 1.043, H8 1.117, H9 1.192
2 N -0.85 -0.80 -0.07  C1 1.433, N3 1.136
3 N -1.17 0.04 0.63  N2 1.136, C4 1.624
4 C -0.41 1.46 0.85  N3 1.624, N5 1.146, H10 1.158
5 N 0.71 1.61 0.99  C4 1.146, O6 1.144
6 O 1.86 1.55 1.03  N5 1.144
7 H 0.66 -0.66 -1.48  C1 1.043
8 H 0.90 -2.00 -0.39  C1 1.117
9 H -0.57 -2.04 -1.62  C1 1.192
10 H -1.26 2.23 0.99  C4 1.158

Results
2S+1: 1
Orbital gap (spin up / spin down) in eV: 8.1 / 8.6
Charge: +1

Mulliken atomic charge list, values in e, 5 entries:
1 C -0.55
2 N 0.26
3 N -0.10
4 C -0.18
5 N 0.65

Name the most stable of them. run w.